Molecular formula: C22H46NO21P
Method: DFT, ωB97M-V/def2-TZVPD

```
91
Properties=species:S:1:pos:R:3:forces:R:3
P -2.5096 -0.3173 1.1551 -0.482 -0.525 0.513
O 1.1991 -3.8050 5.1111 -0.028 -0.002 0.011
O -7.9547 4.5571 -4.0875 -0.011 -0.005 -0.005
O 3.4202 0.6975 0.1633 -0.632 -0.061 -0.151
O 4.0322 -0.1676 -4.2584 0.000 -0.044 0.014
O -2.1784 -0.3202 2.7068 0.049 0.215 0.050
O -3.7525 -1.0034 0.8144 0.308 0.103 0.005
O 0.8092 3.7920 5.5478 -0.080 0.004 0.001
O -1.1772 3.3420 6.2580 -0.024 0.011 0.006
O 2.2639 -5.9904 -3.6533 -0.001 -0.021 -0.011
O 0.2239 -6.0669 -2.9473 -0.005 -0.023 -0.003
O 1.5180 -4.3250 -2.3280 -0.004 0.108 0.102
O 3.9761 1.2369 -6.0251 -0.002 0.016 -0.018
O 1.5011 -3.7486 2.8735 -0.031 -0.116 -0.009
O -0.4010 2.2226 4.4639 0.040 -0.128 -0.271
O -2.4419 1.2395 0.8453 0.284 -0.044 -0.365
O 3.9802 1.5527 2.1510 0.151 -0.108 0.666
O 3.2300 -3.9902 4.1419 0.004 0.007 -0.036
O -1.2338 -0.9949 0.4944 0.053 0.287 -0.394
O -6.2989 3.7398 -2.7867 0.181 0.071 -0.026
O -8.3749 2.8652 -2.8125 -0.013 -0.006 -0.013
O 3.7648 2.0642 -4.0422 0.004 0.028 0.000
N -3.7915 2.7935 -0.1971 0.208 0.098 -0.146
C -7.9395 1.9041 -1.8402 -0.057 -0.077 0.062
C -0.2688 3.0429 5.3386 0.037 0.026 0.125
C 2.0318 -1.1511 0.9400 -0.031 -0.385 -0.132
C -0.1415 -0.2272 -0.0545 0.047 -0.476 0.245
C -2.3968 2.5953 6.1530 -0.087 -0.002 0.055
C 1.9041 -3.8450 4.1380 0.037 0.004 0.043
C 1.8794 3.5791 4.6219 0.105 -0.012 0.006
C -7.4331 3.7219 -3.1907 -0.079 -0.063 0.057
C 3.5318 -5.3274 -3.7080 0.091 -0.020 -0.054
C 0.0868 -3.5792 2.7101 -0.133 0.076 -0.128
C 3.2904 1.5851 1.1772 0.107 -0.016 -0.264
C 3.8030 -4.1060 5.4473 0.108 -0.010 0.043
C 3.4183 -0.6878 0.5605 0.414 -0.226 -0.172
C 3.9344 0.9363 -4.7282 -0.004 0.029 -0.007
C 1.0467 -1.1523 -0.2423 0.298 0.450 -0.115
C 1.3512 -5.3611 -2.9177 -0.013 -0.018 -0.039
C 4.1556 0.1080 -6.8850 0.006 -0.004 -0.101
C -7.0410 5.5402 -4.5799 -0.010 0.077 -0.068
C 3.7062 1.8793 -2.6236 -0.030 0.070 0.081
C 2.2305 2.6181 0.9486 0.155 0.265 -0.337
C -0.8484 -5.4979 -2.1882 -0.095 -0.029 0.016
C -2.8608 1.7146 -0.4380 -0.236 0.199 -0.082
H 4.8715 -4.2166 5.2910 -0.002 0.003 -0.038
H 3.7563 -1.2385 -0.3171 0.066 0.070 -0.024
H -8.8062 1.2856 -1.6315 -0.025 0.019 -0.027
H -1.4915 0.3227 2.9404 -0.084 -0.002 0.213
H -7.6050 2.4010 -0.9326 0.052 0.016 -0.013
H 4.6319 1.4492 -2.2503 -0.011 -0.072 -0.009
H 3.6019 -3.2128 6.0350 -0.044 -0.005 0.011
H -2.8779 2.7811 5.1952 0.023 -0.026 -0.032
H -7.1329 1.2940 -2.2402 0.037 0.025 0.001
H -3.3640 0.9266 -1.0010 -0.056 -0.070 0.086
H 4.1364 -0.8520 1.3618 0.007 0.132 0.089
H 2.1579 -2.1653 1.3225 -0.077 0.103 0.124
H -3.9389 3.2918 -1.0705 -0.292 -0.048 0.014
H 4.1613 -5.9495 -4.3363 -0.028 -0.028 -0.008
H -6.1980 5.0653 -5.0778 0.027 -0.014 0.034
H -0.0851 -3.5084 1.6401 0.057 0.011 -0.015
H 2.2269 2.5489 4.6629 -0.017 -0.014 -0.050
H 1.6460 2.4155 0.0565 -0.081 -0.064 0.012
H 3.3326 -0.5947 -6.7717 0.010 -0.023 0.039
H 3.4087 -4.9792 5.9628 -0.044 0.013 0.013
H 3.9631 -5.2452 -2.7126 -0.023 0.036 0.019
H 4.1691 0.5064 -7.8945 -0.005 0.036 0.009
H 1.5610 3.8228 3.6106 -0.024 0.005 0.034
H -3.0272 2.9496 6.9618 0.026 0.027 0.015
H -0.5763 -5.4249 -1.1371 0.025 0.037 0.002
H -0.4553 -4.4311 3.1146 0.035 0.009 0.085
H 2.7188 3.5850 0.8221 -0.064 0.081 0.127
H -3.3573 3.4570 0.4367 0.002 0.001 0.025
H 1.5711 -0.8032 -1.1357 0.067 -0.092 -0.030
H -1.6867 -6.1763 -2.3086 0.017 -0.025 -0.021
H 2.8726 1.2364 -2.3531 0.027 -0.065 -0.010
H 2.6738 4.2509 4.9294 -0.010 0.011 0.030
H 5.0972 -0.3924 -6.6685 -0.009 -0.026 0.039
H -1.1084 -4.5126 -2.5694 0.034 0.029 0.020
H -1.9664 2.0122 -0.9962 0.141 0.021 0.152
H -6.6808 6.1694 -3.7686 0.032 -0.026 0.020
H 1.6464 -0.5361 1.7577 0.011 -0.052 0.145
H -2.2044 1.5310 6.2678 0.018 -0.014 -0.039
H 3.4283 -4.3363 -4.1450 -0.016 0.027 0.041
H 3.5624 2.8686 -2.1980 0.004 0.030 -0.066
H 0.7050 -2.1609 -0.4634 -0.116 -0.010 -0.073
H 0.1227 0.5630 0.6500 -0.060 0.206 -0.108
H -0.2470 -2.6628 3.1923 -0.028 -0.023 0.057
H -7.6049 6.1362 -5.2905 -0.032 -0.018 0.004
H 1.5998 2.6544 1.8338 -0.072 0.023 -0.039
H -0.4528 0.2102 -1.0021 -0.101 0.021 -0.014
```
Positions in Å, forces in eV/Å.

## Properties
2S+1 ... 1
HOMO ... -0.361 Eh
Structure (SMILES) ... CC(=O)OCCCCO[P@@](=O)(O)OCN.COC(=O)OC.COC(=O)OC.COC(=O)OC.COC(=O)OC.COC(=O)OC
Frontier orbital gap ... 10.2 eV
Calculated total energy ... -2842.18732 a.u.
LUMO level ... 0.37 eV
Max |F| ... 0.88 eV Å⁻¹

=====

Molecular formula: C5H8NS
Method: DFT, ωB97M-V/def2-TZVPD

```
15
Properties=species:S:1:pos:R:3:forces:R:3
S 0.1252 -1.5566 -0.0022 -0.013 -0.199 -0.308
N -2.0239 -0.1230 -0.0997 -0.666 1.114 -0.906
C 1.8981 -1.0592 0.1492 -1.712 2.815 3.150
C 2.1889 0.2810 -0.4789 -3.690 0.183 1.680
C 0.0140 1.1815 0.2269 3.037 0.294 -1.153
C -0.7218 -0.0322 -0.0573 -1.269 -1.388 1.224
C -3.3031 -0.0486 -0.0873 3.019 -1.682 4.130
H 2.1675 -1.1164 1.2887 -0.425 0.363 -2.252
H -3.9927 -0.2558 -0.8163 -0.935 0.338 -2.897
H -0.1485 1.9813 -0.5255 0.009 -0.211 1.145
H 2.1291 0.4999 -1.5155 -0.283 -0.456 -0.879
H 0.2185 1.3701 1.3246 -0.403 -0.013 -1.563
H 2.8793 0.8961 0.0079 0.920 0.812 0.900
H -3.8004 -0.2048 0.9127 0.717 0.679 -0.627
H 2.3700 -1.8135 -0.3274 1.695 -2.648 -1.644
```
Positions in Å, forces in eV/Å.

## Properties
2S+1 ... 1
ΔE to the lowest compared entry with this formula, charge and spin ... 104.3 kcal per mole
HOMO (alpha / beta) ... -0.484 / -0.484 Eh
Frontier orbital gap (alpha / beta) ... 8.4 / 8.5 eV
Calculated total energy ... -647.83201 a.u.
Charge ... +1
LUMO level (alpha / beta) ... -4.72 / -4.69 eV
Max |F| ... 5.38 eV Å⁻¹

=====

Molecular formula: C5H8Cl2
Method: DFT, ωB97M-V/def2-TZVPD

```
15
Properties=species:S:1:pos:R:3:forces:R:3
Cl 3.1715 0.5876 -0.4804 2.730 1.667 0.110
Cl -1.9886 0.1437 -1.3532 -0.087 -0.281 0.544
C 1.8352 -0.3131 -0.3377 -1.918 -0.776 -0.699
C -1.7161 0.0321 0.6154 -0.786 0.043 -1.162
C -0.3428 2.2965 1.0478 -4.288 1.120 -1.082
C -1.0731 1.0401 0.9651 0.364 1.352 0.939
C -2.2449 -1.2038 1.1801 -1.354 -0.647 -0.229
H -2.1605 -1.9577 0.4288 1.115 -1.040 -0.126
H -3.3141 -1.3524 1.3309 -0.539 1.317 -0.157
H -0.9430 3.1251 1.5041 0.033 -0.956 0.146
H -0.2015 2.7571 0.0886 0.894 -0.253 -0.836
H 1.8353 -1.1140 -1.0563 -0.380 -0.527 0.244
H -1.8857 -1.4043 2.1665 0.988 -0.395 0.286
H 0.4455 2.1582 1.6463 3.573 -0.207 1.751
H 0.9536 0.2962 -0.2315 -0.345 -0.417 0.271
```
Positions in Å, forces in eV/Å.

## Properties
2S+1 ... 1
ΔE to the lowest compared entry with this formula, charge and spin ... 132.3 kcal per mole
HOMO (alpha / beta) ... -0.309 / -0.310 Eh
Frontier orbital gap (alpha / beta) ... 8.4 / 7.5 eV
Calculated total energy ... -1115.49428 a.u.
LUMO level (alpha / beta) ... -0.06 / -0.91 eV
Max |F| ... 4.56 eV Å⁻¹

=====

Molecular formula: C24H20ClNOPTm
Method: DFT, ωB97M-V/def2-TZVPD

```
49
Properties=species:S:1:pos:R:3:forces:R:3
Tm 1.8847 -0.6177 2.7451 -0.916 -1.040 0.764
Cl -0.2716 0.3973 3.3024 -0.302 0.102 0.458
P -0.4582 -0.1192 -0.0673 -0.246 -0.137 -0.591
O 4.1820 -2.3613 6.2000 -0.794 0.321 -1.202
N 2.7416 -1.8111 4.3464 0.985 -0.693 1.493
C 1.4188 -0.6298 -2.0366 -0.458 -0.230 -0.086
C -0.8972 1.5711 -0.6616 0.163 0.491 0.086
C -0.2424 -2.1542 -3.6892 0.205 0.094 0.130
C -3.3214 -0.2501 -0.3746 0.199 -0.329 0.091
C 0.0843 -0.8751 -1.6532 0.193 -0.163 -0.254
C -1.1987 2.5275 0.3276 0.006 -0.139 -0.263
C -0.9804 1.9378 -2.0169 -0.073 -0.013 0.353
C -1.7355 4.1528 -1.3865 0.012 -0.206 0.234
C 1.0844 -1.9157 -4.0589 -0.098 0.097 0.198
C -0.7391 -1.6519 -2.4817 0.312 0.141 -0.065
C 4.3320 -0.2574 2.1158 0.082 0.752 -0.036
C 3.4946 0.0822 1.0129 0.233 0.858 0.465
C -4.5434 -0.9197 -0.2546 0.114 -0.010 0.071
C 3.0175 1.5434 2.7632 1.211 0.024 -0.901
C -4.6053 -2.1714 0.3595 0.333 -0.024 0.009
C 4.0527 0.6339 3.1931 -0.030 0.640 -1.027
C 2.7026 1.2213 1.4019 0.922 0.040 -0.147
C -1.4056 3.2207 -2.3715 0.032 -0.017 0.085
C -2.1420 -0.8456 0.1061 -0.236 -0.181 0.355
C -2.2175 -2.0912 0.7590 -0.232 0.343 -0.283
C 3.4803 -2.0892 5.2763 -0.571 0.137 -0.376
C -1.6310 3.8026 -0.0328 0.031 -0.048 -0.313
C 1.9156 -1.1561 -3.2253 -0.109 -0.029 -0.095
C -3.4365 -2.7572 0.8680 -0.133 0.174 -0.131
H -3.2884 0.7312 -0.8501 0.019 -0.291 0.107
H 2.0356 1.7824 0.7516 -0.032 -0.247 0.265
H 5.1353 -0.9947 2.0904 -0.496 0.071 0.174
H -2.0771 5.1507 -1.6661 0.106 -0.289 0.070
H -5.5588 -2.6951 0.4464 0.281 0.163 -0.020
H 2.9535 -0.9677 -3.5054 -0.300 -0.059 0.027
H -1.8931 4.5231 0.7406 0.098 -0.138 -0.177
H -0.7249 1.2189 -2.7965 -0.098 0.187 0.216
H 2.0542 -0.0098 -1.4005 -0.177 -0.169 -0.207
H -1.3081 -2.5309 1.1754 -0.263 0.050 -0.116
H 1.4727 -2.3166 -4.9960 -0.109 0.106 0.262
H 3.5210 -0.4141 0.0453 -0.091 0.187 0.247
H -3.4776 -3.7350 1.3458 -0.023 0.238 -0.060
H 4.6440 0.7120 4.1038 -0.521 -0.249 -0.095
H -1.7723 -1.8550 -2.1949 0.302 0.084 -0.080
H -5.4501 -0.4553 -0.6497 0.279 -0.154 0.160
H -1.1003 2.2504 1.3799 -0.085 0.106 -0.266
H -0.9008 -2.7298 -4.3403 0.210 0.106 0.160
H -1.4857 3.4851 -3.4287 0.046 -0.057 0.348
H 2.6553 2.4338 3.2828 0.017 -0.599 -0.037
```
Positions in Å, forces in eV/Å.

## Properties
2S+1 ... 3
HOMO (alpha / beta) ... -0.316 / -0.316 Eh
Frontier orbital gap (alpha / beta) ... 8.1 / 8.1 eV
Calculated total energy ... -2943.40850 a.u.
LUMO level (alpha / beta) ... -0.50 / -0.46 eV
Max |F| ... 1.92 eV Å⁻¹

=====

Molecular formula: C37H47IN6O3S
Method: DFT, ωB97M-V/def2-TZVPD

```
95
Properties=species:S:1:pos:R:3:forces:R:3
I 7.8928 -0.6447 1.5170 -0.118 0.522 -0.828
S 5.0184 -2.1272 -0.8681 -1.606 1.353 -1.536
O -1.1740 -4.6653 -4.7218 1.428 4.360 -0.960
O 0.5288 -3.6777 -5.4728 4.550 0.105 1.078
O -2.3408 -3.6828 -1.2127 1.564 6.421 5.035
N 3.2114 6.7981 -0.3243 0.309 -1.101 0.148
N -0.7205 -2.6160 0.2773 -1.835 1.216 -0.342
N -5.5836 -1.1663 1.3887 -1.277 -0.001 0.501
N -11.2840 -1.8667 4.2776 -0.990 -0.062 0.185
N 2.0121 -0.7264 -1.1905 2.866 -0.686 -0.420
N -0.6969 -3.5429 -4.9328 -3.570 -4.391 1.872
C 4.7526 -0.2476 -0.7908 -1.303 2.935 -0.260
C 4.4826 6.6623 0.4922 0.409 -0.109 0.349
C -6.2693 -2.3232 1.2595 0.517 0.738 0.091
C -1.9734 -2.6524 2.6248 0.125 -0.656 0.507
C 7.6733 -0.3249 -3.1375 -0.578 -1.123 -0.727
C -7.6156 -0.1439 2.1969 -0.055 -0.257 -0.069
C -13.3160 -0.8443 5.0858 -0.108 -0.259 -0.038
C 3.7781 -2.6602 -2.2205 -2.658 -0.020 -2.066
C 4.0145 2.8921 -0.6356 0.398 -3.416 -0.251
C -3.1877 -1.4147 -0.3669 0.099 -0.163 0.060
C 2.7665 1.8531 -0.8888 3.955 -1.337 0.172
C 1.2095 2.3235 -1.0938 0.292 -0.465 0.238
C -11.9741 -0.8029 4.7430 0.554 -0.639 -0.318
C -8.2950 -1.3490 2.0511 -0.104 0.005 -0.022
C -11.9698 -3.0236 4.1484 0.549 0.734 0.052
C 5.9401 5.8257 -1.6948 0.442 0.682 -0.560
C 6.6917 3.6143 -0.2143 -0.227 0.233 0.963
C 5.6066 2.4046 -0.4763 -2.638 -1.941 -0.525
C 2.9797 -4.2363 -4.4297 -0.935 2.880 2.554
C -0.0797 -1.2460 0.3014 0.093 1.117 1.016
C 8.1212 -0.6875 -1.6032 1.147 -0.273 0.058
C -0.7833 -3.2438 1.6530 -0.141 -0.183 1.019
C -13.9954 -2.0494 4.9399 0.003 0.008 0.001
C -6.2737 -0.1025 1.8541 0.489 -0.659 -0.290
C 4.1133 -3.8538 -3.2991 -3.625 2.464 0.263
C -13.3125 -3.1625 4.4613 -0.102 0.232 0.099
C 3.1606 0.2351 -0.9560 2.536 3.177 0.121
C -2.0644 -2.6105 -0.4261 -1.162 -4.880 -3.760
C 1.2321 -2.1742 -3.3772 3.735 -1.665 0.678
C 7.5915 0.3552 -0.4554 -0.544 0.160 -1.206
C 6.0146 0.7856 -0.5760 -3.397 2.161 -0.304
C 1.5746 -3.3765 -4.4572 2.268 1.299 2.889
C -7.6121 -2.4621 1.5724 -0.049 0.256 0.083
C 1.5528 -1.3027 0.1318 -0.397 -1.485 0.471
C 2.3440 -1.8011 -2.2021 0.297 -3.111 -3.500
C 6.9828 4.5709 -1.5128 -0.206 -0.589 -1.116
C 5.8680 6.8514 -0.4131 0.154 -0.505 1.125
H -3.2940 -0.8982 0.6891 0.480 -1.214 -2.274
H 8.3494 1.2616 -0.4430 -2.130 -1.680 0.040
H -1.7223 -3.0419 3.7208 -0.677 0.846 -2.299
H 6.7556 6.5757 0.3281 -1.750 0.649 -1.559
H 6.7702 0.4127 -3.2349 1.733 -1.346 0.465
H 0.2089 -1.5914 -3.3981 2.347 -1.428 -0.026
H 3.1468 -5.1005 -5.2108 -0.396 2.047 1.811
H 5.1651 -4.3884 -3.1821 -2.629 1.173 -0.505
H -0.9211 -4.4233 1.5577 0.396 2.668 0.126
H 6.2159 4.2930 0.6449 1.017 -1.515 -1.846
H 4.4769 7.4508 1.3840 0.094 -1.561 -1.993
H 1.1112 3.3974 -1.5619 0.448 -2.103 1.085
H 2.5871 5.9521 -0.1641 1.184 1.628 -0.573
H -3.0249 -3.1111 2.3045 2.251 1.239 0.685
H -13.8195 0.0412 5.4567 0.069 -0.073 -0.039
H -0.5441 -0.5342 -0.5069 0.980 -1.530 1.419
H -9.3478 -1.4198 2.3081 0.126 -0.007 0.049
H 9.3138 -0.6380 -1.5795 -2.575 -0.060 0.162
H -13.8135 -4.1156 4.3353 0.069 0.082 0.007
H 0.2398 -2.9935 2.1873 -1.959 -0.714 -1.241
H -5.6919 -3.1636 0.8855 -0.046 -0.008 -0.005
H 0.6768 1.5741 -1.8194 1.168 1.339 1.403
H 4.4385 5.5980 1.0080 0.501 2.078 -1.018
H -0.2976 -0.7510 1.3517 0.400 -0.715 -1.981
H 6.8474 3.8840 -2.4736 0.319 1.430 1.942
H 2.1202 -0.7360 0.9840 -1.273 -1.081 -1.579
H 7.8671 -1.8113 -1.2914 0.271 2.678 -0.874
H 6.0383 7.9939 -0.7026 -0.626 -2.555 0.465
H 0.6216 2.2789 -0.0591 1.361 0.178 -2.193
H 7.3081 -1.3504 -3.6274 0.729 2.276 0.982
H 8.5425 0.0594 -3.8305 -1.589 -0.651 1.678
H -11.4010 0.1154 4.8356 -0.078 -0.052 0.015
H -8.1131 -3.4152 1.4464 0.067 0.081 0.007
H -8.1191 0.7416 2.5678 0.058 -0.074 -0.037
H -11.3924 -3.8640 3.7744 -0.075 0.032 0.027
H -15.0482 -2.1202 5.1970 0.125 0.008 -0.031
H 1.8606 -2.4470 0.1304 -0.623 2.299 0.334
H 7.7232 3.2330 0.2494 -2.413 0.545 -1.164
H 6.3277 6.4591 -2.6271 -0.858 -1.461 1.918
H -2.0076 -1.4687 2.6718 0.022 -2.554 -0.256
H -2.9397 -0.6010 -1.1725 -0.352 -1.559 1.473
H 8.1160 4.9432 -1.5671 -2.556 -0.691 0.481
H -5.7005 0.8158 1.9467 -0.067 -0.033 0.017
H 3.7612 4.0573 -0.5813 0.729 -2.866 -0.114
H 4.8650 5.4398 -1.9851 2.195 0.659 0.667
H 3.3981 6.9232 -1.3439 -0.220 -0.356 1.357
H -4.2474 -1.8776 -0.6286 2.597 0.873 0.465
```
Positions in Å, forces in eV/Å.

## Properties
2S+1 ... 1
ΔE to the lowest compared entry with this formula, charge and spin ... 556.1 kcal per mole
HOMO ... -0.291 Eh
Structure (SMILES) ... CC[C@H](I)c1c(CCCCCN)cc(C)c2c1Sc1ccc(ON=O)cc1N2CCN(CC)C(C)=O.c1ccncc1.c1ccncc1
Frontier orbital gap ... 7.5 eV
Calculated total energy ... -2687.22872 a.u.
LUMO level ... -0.42 eV
Max |F| ... 8.31 eV Å⁻¹

=====

Molecular formula: C3H9N3S
Method: DFT, ωB97M-V/def2-TZVPD

```
16
Properties=species:S:1:pos:R:3:forces:R:3
S -1.3999 -1.3502 -0.2348 -0.232 -0.081 -0.044
N 2.4348 -0.6823 -0.5667 0.255 -0.781 -1.356
N -0.3082 -0.5456 0.8172 -0.017 -1.048 0.295
N -0.0062 1.5858 -0.1706 0.782 -0.282 0.065
C 1.9764 0.3167 0.3598 -0.461 0.124 -0.583
C 0.4612 0.5027 0.3027 -0.096 1.529 -0.014
C -1.4059 1.9047 -0.2022 -0.743 -0.213 -0.135
H 2.1196 -1.6312 -0.4242 -0.111 -0.046 0.415
H 2.1365 -0.4488 -1.5206 0.251 0.030 0.513
H 2.3318 0.0760 1.3607 -0.065 0.059 0.137
H 2.4591 1.2232 -0.0063 -0.333 0.279 0.578
H -2.5681 -1.2520 0.4520 0.430 0.199 -0.002
H 0.2773 -1.2474 1.2641 -0.208 0.228 0.002
H -1.9688 1.5991 0.7015 0.291 -0.050 -0.268
H -1.5175 2.9839 -0.3139 0.080 -0.026 0.059
H -1.9042 1.4498 -1.0773 0.176 0.079 0.336
```
Positions in Å, forces in eV/Å.

## Properties
2S+1 ... 1
ΔE to the lowest compared entry with this formula, charge and spin ... 28.6 kcal per mole
HOMO ... -0.331 Eh
Structure (SMILES) ... C/N=C(/CN)NS
Frontier orbital gap ... 9.7 eV
Calculated total energy ... -682.12029 a.u.
LUMO level ... 0.65 eV
Max |F| ... 1.58 eV Å⁻¹